Entry 1:
Density functional theory data (ωB97M-V with the def2-TZVPD basis set) for C6H17NO3P2 in the gas phase at a distorted geometry.

```
29
Properties=species:S:1:pos:R:3:mulliken_charge:R:1
C -0.99 -0.53 2.01 -1.694
C -0.92 -0.56 0.45 1.578
C -0.05 -1.66 -0.12 -1.963
C 1.43 -1.41 -0.07 -0.837
C 1.97 -0.79 -1.35 -0.606
N 2.97 0.19 -1.01 -0.595
P -2.70 -0.95 -0.13 0.052
O -2.62 -0.57 -1.82 -0.496
P -0.32 1.20 -0.08 0.786
C -1.38 2.43 0.83 -1.128
O -0.37 1.45 -1.53 -0.746
O 1.14 1.51 0.54 -0.518
H -2.03 -0.35 2.52 0.350
H -0.20 -0.04 2.53 0.390
H -0.85 -1.63 2.25 0.459
H -0.44 -1.83 -1.03 0.720
H -0.28 -2.51 0.48 0.517
H 2.02 -2.30 0.24 0.458
H 1.60 -0.74 0.71 0.469
H 2.33 -1.63 -2.01 0.368
H 1.08 -0.32 -1.87 0.326
H 3.96 -0.27 -0.98 0.252
H 3.17 0.80 -1.77 0.228
H -3.18 0.26 0.28 -0.011
H -2.56 0.32 -1.96 0.312
H -1.29 2.41 1.96 0.343
H -0.80 3.43 0.57 0.291
H -2.41 2.33 0.50 0.341
H 1.74 1.74 -0.13 0.354
```

Properties
- LUMO level: 0.836 eV
- Energy relative to the best compared isomer or geometry (same formula, charge and spin): 0.0000 eV
- Structure (SMILES): C[C@@](CCCN)(PO)[P@](C)(=O)O
- Orbital gap: 0.3732 Eh


Entry 2:
Density functional theory data (ωB97M-V with the def2-TZVPD basis set) for a 2-piece molecular cluster, C9H10N3 overall at a distorted geometry.

```
22
Properties=species:S:1:pos:R:3:mulliken_charge:R:1
C -1.14 2.07 2.49 -0.570
C -0.30 2.74 1.61 -0.424
C -1.36 0.80 2.07 -0.413
C -0.03 1.83 0.61 0.122
C 0.51 1.86 -0.66 -0.773
C 1.31 -2.29 0.29 -0.074
C -0.68 -0.26 -0.18 -0.869
C 0.16 0.51 -1.09 0.962
C -0.07 -1.06 -2.93 -0.296
N -0.67 0.61 0.87 0.407
N 0.41 0.04 -2.34 -0.097
N 1.06 -3.46 0.71 -0.134
H -1.45 2.56 3.43 0.399
H -0.02 3.75 1.58 0.516
H -1.96 -0.08 2.27 0.462
H 1.08 2.53 -1.29 0.427
H 0.30 -1.64 -0.06 -0.066
H -0.22 -1.97 -2.37 0.259
H 0.13 -1.21 -3.95 0.305
H 1.12 0.45 -2.95 0.312
H 0.09 -3.82 0.62 0.262
H 1.72 -3.97 1.27 0.283
```

Properties
- LUMO level (alpha / beta): -5.663 / -5.151 eV
- Total charge: +1
- Energy relative to the best compared isomer or geometry (same formula, charge and spin): 6.5362 eV
- Orbital gap (alpha / beta): 0.1870 / 0.2339 Eh